DFT (the ωB97M-V functional and the def2-TZVPD basis) results for a 2-piece molecular cluster, H4NP overall.

Last column: natural (NBO) charge in e.
CARTESIAN COORDINATES (ANGSTROEM)
N  0.653  0.695  -0.035  -1.153
P  -0.990  0.335  -0.009  0.704
H  0.904  1.163  0.839  0.392
H  1.276  -0.140  -0.364  0.413
H  -0.890  -1.848  0.775  -0.261
H  -0.954  -0.205  -1.205  -0.095

Results
**Orbital gap**: 0.3060 hartree
**Relative energy (zero: lowest compared OMol25 entry of this formula, charge and spin)**: 57.5 kcal per mole

DFT (the ωB97M-V functional and the def2-TZVPD basis) results for a 2-piece molecular cluster, H4NPS overall.

Last column: natural (NBO) charge in e.
CARTESIAN COORDINATES (ANGSTROEM)
N  -1.780  -0.724  -0.403  -0.739
P  -1.153  1.938  1.143  0.011
S  -0.558  -1.575  -0.078  0.405
H  -1.895  2.908  0.518  -0.007
H  -1.674  0.237  -0.478  0.334
H  0.035  2.290  0.411  0.007
H  -0.743  2.769  2.067  -0.010

Results
**Orbital gap (spin up / spin down)**: 0.2724 / 0.2724 hartree
**Relative energy (zero: lowest compared OMol25 entry of this formula, charge and spin)**: 73.8 kcal per mole
**Structure (SMILES)**: N=S.P

DFT (the ωB97M-V functional and the def2-TZVPD basis) results for H4NPSi as an isolated structure.

Last column: natural (NBO) charge in e.
CARTESIAN COORDINATES (ANGSTROEM)
N  -0.445  -0.629  0.077  -1.254
Si  0.822  0.446  0.379  1.070
P  -1.674  -0.133  -0.785  0.831
H  1.785  -0.600  0.058  -0.178
H  1.121  1.701  -0.406  -0.175
H  0.769  0.583  1.804  -0.182
H  -2.378  -1.367  -1.126  -0.113

Results
**Orbital gap**: 0.3148 hartree
**Relative energy (zero: lowest compared OMol25 entry of this formula, charge and spin)**: 8.4 kcal per mole

DFT (the ωB97M-V functional and the def2-TZVPD basis) results for a 2-piece molecular cluster, H4O2 overall.

Last column: natural (NBO) charge in e.
CARTESIAN COORDINATES (ANGSTROEM)
H  -2.076  -0.774  0.247  0.473
H  -0.793  -1.577  0.453  0.476
H  1.628  1.648  -0.534  0.464
H  0.512  0.698  -0.174  0.481
O  -1.273  -1.038  -0.159  -0.947
O  1.364  1.039  0.160  -0.947

Results
**Orbital gap**: 0.4474 hartree
**Relative energy (zero: lowest compared OMol25 entry of this formula, charge and spin)**: 2.1 kcal per mole
**Structure (SMILES)**: O.O

DFT (the ωB97M-V functional and the def2-TZVPD basis) results for a 2-piece molecular cluster, H4O2 overall.

Last column: natural (NBO) charge in e.
CARTESIAN COORDINATES (ANGSTROEM)
H  1.244  -0.246  1.304  0.458
H  1.374  1.003  0.402  0.467
H  -1.149  -0.767  -0.272  0.460
H  -2.012  0.257  -0.905  0.462
O  1.940  0.209  0.643  -0.925
O  -1.396  -0.455  -1.172  -0.922

Results
**Orbital gap**: 0.4382 hartree
**Relative energy (zero: lowest compared OMol25 entry of this formula, charge and spin)**: 12.7 kcal per mole
**Structure (SMILES)**: O.O

DFT (the ωB97M-V functional and the def2-TZVPD basis) results for a 2-piece molecular cluster, H4O2 overall.

Last column: natural (NBO) charge in e.
CARTESIAN COORDINATES (ANGSTROEM)
H  -1.802  -1.310  0.560  0.467
H  -1.124  -0.514  -0.548  0.477
H  1.484  0.399  0.552  0.472
H  1.284  1.400  -0.532  0.465
O  -1.416  -0.455  0.372  -0.944
O  1.574  0.480  -0.405  -0.937

Results
**Orbital gap**: 0.4527 hartree
**Relative energy (zero: lowest compared OMol25 entry of this formula, charge and spin)**: 3.0 kcal per mole
**Structure (SMILES)**: O.O

DFT (the ωB97M-V functional and the def2-TZVPD basis) results for a 2-piece molecular cluster, H4O2 overall.

Last column: natural (NBO) charge in e.
CARTESIAN COORDINATES (ANGSTROEM)
H  0.277  -1.064  -1.844  0.486
H  -1.127  -0.661  -1.088  0.480
H  -0.158  0.385  0.896  0.474
H  0.937  0.605  1.886  0.460
O  -0.191  -0.381  -1.294  -0.964
O  0.263  1.117  1.444  -0.936

Results
**Orbital gap**: 0.4304 hartree
**Relative energy (zero: lowest compared OMol25 entry of this formula, charge and spin)**: 7.1 kcal per mole
**Structure (SMILES)**: O.O

DFT (the ωB97M-V functional and the def2-TZVPD basis) results for a 2-piece molecular cluster, H4O2 overall.

Last column: natural (NBO) charge in e.
CARTESIAN COORDINATES (ANGSTROEM)
H  -1.897  -0.705  0.088  0.480
H  -1.531  0.750  -0.158  0.479
H  1.868  0.706  0.161  0.456
H  0.864  -0.402  0.080  0.489
O  -1.131  -0.141  -0.075  -0.951
O  1.827  -0.208  -0.097  -0.953

Results
**Orbital gap**: 0.4190 hartree
**Relative energy (zero: lowest compared OMol25 entry of this formula, charge and spin)**: 2.4 kcal per mole
**Structure (SMILES)**: O.O

DFT (the ωB97M-V functional and the def2-TZVPD basis) results for a 2-piece molecular cluster, H4O2 overall.

Last column: natural (NBO) charge in e.
CARTESIAN COORDINATES (ANGSTROEM)
H  1.704  0.656  -0.360  0.458
H  0.659  -0.458  -0.375  0.492
H  -0.800  0.642  0.483  0.493
H  -1.943  -0.574  0.329  0.495
O  1.502  -0.193  0.054  -0.962
O  -1.122  -0.073  -0.131  -0.976

Results
**Orbital gap**: 0.4283 hartree
**Relative energy (zero: lowest compared OMol25 entry of this formula, charge and spin)**: 9.0 kcal per mole
**Structure (SMILES)**: O.O

DFT (the ωB97M-V functional and the def2-TZVPD basis) results for a 2-piece molecular cluster, H4O2 overall.

Last column: natural (NBO) charge in e.
CARTESIAN COORDINATES (ANGSTROEM)
H  -0.023  0.303  0.626  0.485
H  -0.614  0.160  2.181  0.486
H  0.531  -0.971  -0.589  0.457
H  -0.248  -0.118  -1.401  0.466
O  -0.818  0.124  1.136  -0.979
O  0.862  -0.046  -1.239  -0.915

Results
**Orbital gap**: 0.4476 hartree
**Relative energy (zero: lowest compared OMol25 entry of this formula, charge and spin)**: 42.8 kcal per mole
**Structure (SMILES)**: O.O

DFT (the ωB97M-V functional and the def2-TZVPD basis) results for a 2-piece molecular cluster, H4O2 overall.

Last column: natural (NBO) charge in e.
CARTESIAN COORDINATES (ANGSTROEM)
O  -1.120  -1.136  0.785  -0.956
H  -0.537  -0.499  0.337  0.488
H  -1.486  -0.660  1.538  0.461
O  0.956  0.537  -0.582  -0.951
H  1.650  0.391  -1.235  0.483
H  0.537  1.367  -0.843  0.476

Results
**Orbital gap**: 0.4255 hartree
**Relative energy (zero: lowest compared OMol25 entry of this formula, charge and spin)**: 1.1 kcal per mole
**Structure (SMILES)**: O.O

DFT (the ωB97M-V functional and the def2-TZVPD basis) results for a 2-piece molecular cluster, H4O2 overall.

Last column: natural (NBO) charge in e.
CARTESIAN COORDINATES (ANGSTROEM)
H  -1.111  0.652  -0.151  0.463
H  -1.321  -0.850  0.067  0.470
H  1.997  -0.368  0.176  0.469
H  1.060  0.807  0.142  0.465
O  -1.792  -0.089  -0.083  -0.932
O  1.166  -0.152  -0.152  -0.935

Results
**Orbital gap**: 0.4316 hartree
**Relative energy (zero: lowest compared OMol25 entry of this formula, charge and spin)**: 10.3 kcal per mole
**Structure (SMILES)**: O.O

DFT (the ωB97M-V functional and the def2-TZVPD basis) results for a 2-piece molecular cluster, H4O2 overall.

Last column: natural (NBO) charge in e.
CARTESIAN COORDINATES (ANGSTROEM)
H  0.965  0.935  -0.275  0.477
H  1.141  0.790  -1.824  0.472
H  -0.698  -1.311  0.808  0.465
H  -1.569  -0.472  1.617  0.464
O  1.613  0.797  -1.001  -0.949
O  -1.453  -0.739  0.675  -0.929

Results
**Orbital gap**: 0.4477 hartree
**Relative energy (zero: lowest compared OMol25 entry of this formula, charge and spin)**: 5.0 kcal per mole
**Structure (SMILES)**: O.O

DFT (the ωB97M-V functional and the def2-TZVPD basis) results for a 2-piece molecular cluster, H4O2 overall.

Last column: natural (NBO) charge in e.
CARTESIAN COORDINATES (ANGSTROEM)
H  2.011  -0.595  0.182  0.474
H  1.725  0.744  -0.408  0.479
H  -0.740  -0.667  -0.111  0.481
H  -1.086  0.617  0.541  0.463
O  1.260  -0.003  0.024  -0.950
O  -1.499  -0.010  -0.050  -0.945

Results
**Orbital gap**: 0.4164 hartree
**Relative energy (zero: lowest compared OMol25 entry of this formula, charge and spin)**: 4.6 kcal per mole
**Structure (SMILES)**: O.O

DFT (the ωB97M-V functional and the def2-TZVPD basis) results for a 2-piece molecular cluster, H4O2 overall.

Last column: natural (NBO) charge in e.
CARTESIAN COORDINATES (ANGSTROEM)
H  -1.998  2.111  -0.957  0.470
H  -0.764  1.185  -0.665  0.469
H  0.988  -2.582  0.153  0.468
H  1.817  -2.237  1.529  0.470
O  -0.960  2.038  -0.966  -0.939
O  0.955  -1.847  0.959  -0.939

Results
**Orbital gap**: 0.4398 hartree
**Relative energy (zero: lowest compared OMol25 entry of this formula, charge and spin)**: 24.5 kcal per mole
**Structure (SMILES)**: O.O

DFT (the ωB97M-V functional and the def2-TZVPD basis) results for a 2-piece molecular cluster, H4O2 overall.

Last column: natural (NBO) charge in e.
CARTESIAN COORDINATES (ANGSTROEM)
O  -0.658  0.994  0.290  -0.873
H  -1.261  1.094  1.028  0.510
H  -0.405  1.888  0.064  0.510
O  1.156  -1.281  -0.388  -0.188
H  0.443  -0.679  -0.172  0.527
H  0.725  -2.017  -0.822  0.513

Results
**Total charge**: +1
**Multiplicity**: 2
**Orbital gap (spin up / spin down)**: 0.5017 / 0.1738 hartree
**Relative energy (zero: lowest compared OMol25 entry of this formula, charge and spin)**: 22.4 kcal per mole

DFT (the ωB97M-V functional and the def2-TZVPD basis) results for a 2-piece molecular cluster, H4O3Si overall.

Last column: natural (NBO) charge in e.
CARTESIAN COORDINATES (ANGSTROEM)
O  1.025  1.457  0.565  -0.978
O  -1.525  0.560  -0.567  -1.198
O  0.308  -1.596  0.051  -1.135
Si  -0.935  -0.870  -0.632  2.023
H  0.091  1.595  0.344  0.502
H  1.381  2.350  0.711  0.471
H  1.046  -1.395  0.714  0.555
H  -1.390  -2.101  -1.186  -0.239

Results
**Orbital gap**: 0.4192 hartree
**Relative energy (zero: lowest compared OMol25 entry of this formula, charge and spin)**: 53.3 kcal per mole
**Structure (SMILES)**: O=[SiH]O.O

DFT (the ωB97M-V functional and the def2-TZVPD basis) results for H4OP2 in the gas phase.

Last column: natural (NBO) charge in e.
CARTESIAN COORDINATES (ANGSTROEM)
O  0.742  0.718  -0.699  -1.164
P  -0.597  0.643  -0.308  1.188
P  0.275  -1.296  0.781  0.092
H  -1.647  0.642  -1.660  -0.052
H  -1.185  1.824  0.575  -0.056
H  0.903  -1.652  -0.267  -0.041
H  1.509  -0.878  1.578  0.032

Results
**Orbital gap**: 0.2709 hartree
**Relative energy (zero: lowest compared OMol25 entry of this formula, charge and spin)**: 68.1 kcal per mole
**Structure (SMILES)**: O=[PH2]P

DFT (the ωB97M-V functional and the def2-TZVPD basis) results for a 2-piece molecular cluster, H4OS overall.

Last column: natural (NBO) charge in e.
CARTESIAN COORDINATES (ANGSTROEM)
O  -1.205  0.982  -0.862  -0.941
H  -1.117  1.930  -0.612  0.471
H  -2.013  0.676  -0.391  0.470
S  1.854  -1.665  0.618  -0.293
H  1.968  -0.327  0.527  0.147
H  0.514  -1.596  0.720  0.146

Results
**Orbital gap**: 0.3765 hartree
**Relative energy (zero: lowest compared OMol25 entry of this formula, charge and spin)**: 2.4 kcal per mole
**Structure (SMILES)**: O.S

DFT (the ωB97M-V functional and the def2-TZVPD basis) results for H4OS as an isolated structure.

Last column: natural (NBO) charge in e.
CARTESIAN COORDINATES (ANGSTROEM)
S  0.674  1.050  -0.090  0.496
H  1.576  0.276  0.468  0.172
O  -0.835  -0.655  0.130  -0.888
H  -0.784  -1.421  0.666  0.518
H  1.151  1.160  -1.308  0.175
H  -1.782  -0.410  0.134  0.526

Results
**Total charge**: +1
**Multiplicity**: 2
**Orbital gap (spin up / spin down)**: 0.4684 / 0.3421 hartree

no.,total energy (Ha),strongest force on any atom (eV Å⁻¹),M (u)
1,-398.3861,3.40,49.013
2,-796.5712,3.08,81.080
3,-687.9350,3.49,77.099
4,-152.8716,1.64,36.030
5,-152.8546,4.36,36.030
6,-152.8701,0.83,36.030
7,-152.8636,2.23,36.030
8,-152.8712,1.79,36.030
9,-152.8606,3.95,36.030
10,-152.8067,8.99,36.030
11,-152.8732,0.35,36.030
12,-152.8585,4.64,36.030
13,-152.8670,1.63,36.030
14,-152.8675,2.02,36.030
15,-152.8358,6.09,36.030
16,-152.4412,2.87,36.030
17,-517.6531,3.12,80.115
18,-760.1931,7.99,81.979
19,-475.8073,1.22,52.098
20,-475.4530,2.33,52.098